Computed, not measured: 20 unconnected molecules or ions with the total composition H40O20, with ωB97M-V with the def2-TZVPD basis set.

Results
- E_LUMO: -0.59 eV
- Kohn-Sham gap: 9.1426 eV
- Relative energy (zero: lowest compared OMol25 entry of this formula, charge and spin): 56.5 kcal per mole

Geometry as ORCA input:
```
! wB97M-V def2-TZVPD RIJCOSX def2/J DEFGRID3
* xyz 0 1
O -2.21439 1.81983 -2.14294
H -1.35243 1.45039 -1.95118
H -2.41489 1.51457 -3.02773
O 3.61238 4.07408 -1.47885
H 2.66897 4.11731 -1.32286
H 3.81970 4.89512 -1.92510
O -1.87062 -0.18982 3.03328
H -1.55617 0.18666 3.85524
H -2.00968 0.56499 2.46129
O 1.69393 -2.27818 -3.09507
H 1.03514 -2.24450 -3.78866
H 1.25579 -1.90617 -2.32964
O 2.27978 -0.89711 4.03276
H 1.36340 -1.09318 3.83775
H 2.58087 -1.64535 4.54823
O -2.03749 -0.47264 -3.92813
H -2.97224 -0.60873 -4.08289
H -1.61664 -1.24421 -4.30733
O -0.32818 -2.27438 4.35291
H -1.12370 -1.86658 4.01076
H -0.59220 -2.64686 5.19420
O 1.54504 -4.62440 3.08366
H 1.02662 -4.89312 3.84213
H 0.93853 -4.68303 2.34547
O -0.19657 -3.34070 -0.99741
H 0.04381 -4.25666 -0.85782
H -0.75252 -3.35455 -1.77648
O -4.19823 2.32524 -0.58908
H -3.73184 2.41786 0.24167
H -3.54747 1.96340 -1.19060
O 3.06691 -4.23776 -1.51667
H 2.51412 -3.76029 -2.13529
H 2.82285 -3.89008 -0.65889
O -0.02923 0.22409 0.54628
H 0.28167 0.50997 -0.31270
H 0.64356 -0.38264 0.85530
O -3.88902 -1.17244 -0.53146
H -3.61081 -0.28778 -0.76858
H -3.15894 -1.52539 -0.02290
O -2.81821 2.22280 1.79381
H -2.02690 2.53431 1.35448
H -2.80860 2.66102 2.64475
O 0.61135 4.53384 -1.46188
H 0.01160 3.81156 -1.64860
H 0.24028 5.28124 -1.93083
O 4.32293 -0.23739 2.08312
H 4.32466 -0.95082 1.44497
H 3.61743 -0.46034 2.69041
O -0.54307 4.31524 1.98180
H 0.40080 4.16392 2.03135
H -0.81122 4.45796 2.88952
O -2.05414 -2.62460 1.14081
H -1.39062 -2.96663 0.54164
H -1.60515 -1.93262 1.62639
O 0.47420 0.71167 -2.27085
H 1.25231 1.16778 -2.59138
H 0.21148 0.14598 -2.99693
O 2.48514 2.22073 -3.64775
H 3.19924 1.91768 -4.20850
H 2.91668 2.73970 -2.96900
*
```



Computed, not measured: 20 unconnected molecules or ions with the total composition H40O20, with ωB97M-V with the def2-TZVPD basis set.

Results
- E_LUMO: -0.60 eV
- Kohn-Sham gap: 9.2293 eV
- Relative energy (zero: lowest compared OMol25 entry of this formula, charge and spin): 54.5 kcal per mole

Geometry as ORCA input:
```
! wB97M-V def2-TZVPD RIJCOSX def2/J DEFGRID3
* xyz 0 1
O -3.43547 -2.14883 3.47003
H -2.57201 -1.74369 3.38938
H -3.60173 -2.53288 2.60916
O -1.27522 -3.64152 0.62827
H -1.27872 -4.53976 0.29753
H -0.54404 -3.22176 0.17505
O 0.50356 -1.81131 -2.42869
H 0.20471 -2.72021 -2.39998
H -0.27103 -1.29671 -2.20190
O 1.93856 -1.28121 -4.59246
H 2.38025 -2.03757 -4.97854
H 1.47946 -1.63455 -3.83048
O 1.31755 -2.37201 0.63084
H 1.55627 -3.00002 1.31264
H 2.09709 -2.30906 0.07895
O -3.94313 -3.77651 1.05013
H -3.21057 -3.56316 0.47215
H -4.34095 -4.55316 0.65668
O 1.25518 2.64853 -0.69935
H 2.11666 2.38284 -1.02107
H 0.70777 1.87101 -0.80906
O -1.48508 0.26439 -1.18309
H -1.56916 0.97927 -1.81404
H -2.38490 -0.01762 -1.01863
O -2.49222 5.09174 0.21235
H -2.51400 4.53335 0.98950
H -3.29673 5.60773 0.26497
O -0.78393 -1.14921 3.15870
H -0.77295 -1.75676 2.41912
H -0.39492 -0.34517 2.81457
O 2.69328 -4.53863 1.90177
H 3.58759 -4.44245 2.22918
H 2.38413 -5.35918 2.28565
O -0.83370 1.97620 2.55823
H -0.51101 2.07674 1.66269
H -1.69930 2.38470 2.54870
O 2.99081 4.55720 0.01525
H 3.34728 4.47893 0.90015
H 2.25450 3.94582 -0.00180
O 1.66752 1.89090 3.73245
H 0.80789 2.08783 3.36032
H 2.07098 1.29425 3.10201
O 3.78029 1.21841 -1.02530
H 4.27149 1.08646 -0.21441
H 3.66460 0.33765 -1.38182
O -2.21030 2.19118 -3.14392
H -1.68879 2.44035 -3.90691
H -2.69785 2.98317 -2.91745
O 0.48959 0.15478 0.84548
H 0.87014 -0.71757 0.74340
H -0.13299 0.23113 0.12243
O 3.59289 -2.05534 -0.74417
H 3.70411 -2.73040 -1.41361
H 4.26002 -2.25608 -0.08776
O -4.15139 -0.11682 -0.78912
H -4.65442 -0.31925 -0.00032
H -4.71214 0.47994 -1.28479
O 0.43015 5.24618 -2.02599
H 0.64812 4.35826 -1.74257
H 0.38621 5.18943 -2.98049
*
```



Computed, not measured: 20 unconnected molecules or ions with the total composition H41O20, with ωB97M-V with the def2-TZVPD basis set.

Results
- E_LUMO: -2.49 eV
- Kohn-Sham gap: 10.3638 eV
- Relative energy (zero: lowest compared OMol25 entry of this formula, charge and spin): 74.6 kcal per mole

Geometry as ORCA input:
```
! wB97M-V def2-TZVPD RIJCOSX def2/J DEFGRID3
* xyz 1 1
O 0.70925 0.75002 -2.89165
H -4.88834 0.54173 2.92183
O 4.32438 -1.54681 2.22764
H 4.40016 -1.58039 3.17517
H 3.59168 -1.15402 1.77298
O 0.77276 4.70528 1.74666
H 1.56898 5.12856 2.06099
H 0.30095 4.53065 2.56756
O 4.56089 1.29140 -3.87310
H 4.44952 0.35216 -3.99881
H 1.26433 1.27159 2.93211
O -5.04340 1.07216 -0.44531
H 1.14862 -5.43770 -1.03833
H 4.97768 1.50339 -3.03718
O 1.25517 -4.90325 -0.27255
H -2.46714 0.00381 -0.76356
H 2.08703 -4.75693 0.17453
O -0.45232 -1.04530 -1.30108
H 1.21972 2.02040 4.31747
H -2.50080 1.52995 -0.82444
O 1.18731 -2.01844 3.54652
H 1.48994 -1.48873 4.29019
H 1.02282 -2.92735 3.80867
O 0.21515 -4.23132 -3.15106
H 0.41014 -4.21864 -4.09404
H -5.29847 0.74238 0.44182
O -1.00515 2.37584 4.13732
H -1.60578 2.21017 3.41710
H -1.45197 2.57160 4.96374
O 0.90956 3.08186 -0.29785
H 0.73922 2.46849 0.40853
H -0.36956 -1.21708 -0.33518
O -1.71181 -1.66140 0.97830
H -1.55555 -0.86989 1.48653
H -1.29486 -2.44173 1.33820
O 1.83332 -2.36397 -2.21073
H 1.90518 -2.50634 -3.15350
H 1.24791 -3.03316 -1.83218
O -4.88688 0.00459 2.13210
H -1.44034 -0.01834 -3.57159
H -4.08361 -0.19798 1.66791
O 1.70838 1.41581 3.76664
H 0.50553 3.93866 -0.04310
H 1.63296 0.99324 -3.03313
O -1.73931 0.74187 -3.10757
H 0.41489 -0.90605 -1.76024
H -2.57806 1.07606 -2.80240
O 2.45192 -0.40472 -0.37303
H 2.94232 0.34612 -0.72286
H 2.72197 -1.15619 -0.93192
O -1.92831 0.77901 -0.55379
H 0.26643 1.59965 -2.78305
H -0.86379 -0.09804 -1.44339
O 0.48043 -0.32242 1.74473
H 0.46278 -1.06154 2.39566
H 1.25765 -0.51819 1.20878
O -3.44154 2.52422 -1.96690
H -3.77250 2.17923 -2.79788
H -4.07024 2.93424 -1.37875
H -5.62641 1.83898 -0.44072
H -0.23371 -5.06470 -2.97759
*
```



Computed, not measured: 21 unconnected molecules or ions with the total composition H42O21, with ωB97M-V with the def2-TZVPD basis set.

Results
- E_LUMO: -0.17 eV
- Kohn-Sham gap: 10.6172 eV
- Relative energy (zero: lowest compared OMol25 entry of this formula, charge and spin): 121.2 kcal per mole

Geometry as ORCA input:
```
! wB97M-V def2-TZVPD RIJCOSX def2/J DEFGRID3
* xyz 0 1
O -3.54334 -1.09548 -0.33144
H -3.05077 -0.88882 0.50645
H -3.97683 -1.90496 -0.03481
O -1.41094 -0.68291 -2.28828
H -2.06119 -0.95571 -2.94717
H -1.96131 -0.79614 -1.47792
O 2.03249 1.47213 -3.52226
H 1.26373 1.33184 -2.92858
H 2.32422 2.38399 -3.44447
O 5.14509 -0.34730 -0.65710
H 4.82024 -0.66438 -1.55291
H 5.07991 0.60125 -0.83277
O -1.14157 -3.22439 -3.50278
H -1.26116 -2.74958 -2.67778
H -1.50929 -2.64021 -4.17190
O 1.26675 -2.53524 -2.15857
H 1.78970 -2.10818 -1.47742
H 0.36342 -2.23252 -2.13526
O 3.67478 -0.45283 -2.73427
H 3.20394 0.33795 -3.11873
H 3.47885 -1.09332 -3.43178
O 0.33419 1.89771 0.61819
H 0.40566 2.45543 -0.16539
H 1.01264 1.22088 0.46403
O -3.44346 0.31060 1.76511
H -2.94752 0.40157 2.58276
H -4.06592 1.05428 1.62072
O -4.53918 2.78209 1.30440
H -4.55218 2.99379 0.37388
H -3.64470 2.78422 1.67625
O -1.82666 2.95432 1.70761
H -0.93587 2.99913 2.06612
H -1.86769 2.23993 1.07658
O 1.07826 -3.25975 2.23442
H 0.72575 -3.81492 2.94192
H 1.05455 -3.76868 1.41768
O -1.62831 3.95388 -2.43770
H -1.95654 3.52073 -1.64010
H -2.30072 3.66845 -3.06960
O 4.10631 1.50460 1.10699
H 3.19939 1.20711 1.03250
H 4.67159 0.77963 1.37787
O -0.85620 -3.03941 3.92085
H -0.77944 -2.22416 3.40728
H -1.77135 -3.30208 3.94500
O -1.03296 -0.36365 0.43842
H -1.12093 0.59806 0.52653
H -0.09000 -0.55496 0.40747
O -3.48550 1.79701 -0.94070
H -3.85487 0.93829 -0.66355
H -2.55306 1.53491 -0.92291
O 0.42178 -0.25504 4.27373
H 1.31960 -0.53936 4.02659
H 0.31839 -0.81979 5.04595
O 2.57600 -0.73428 0.22952
H 2.49669 -1.26582 1.02392
H 3.45337 -0.58427 -0.19109
O 2.74166 -1.37214 3.06378
H 3.63486 -1.71203 3.21299
H 2.35618 -2.23513 2.76806
O -0.18874 1.60518 -1.94102
H -0.33698 2.15894 -2.70978
H -0.65477 0.72952 -2.05554
*
```



Copy entry 1 word for word.
Computed, not measured: 20 unconnected molecules or ions with the total composition H40O20, with ωB97M-V with the def2-TZVPD basis set.

Results
- E_LUMO: -0.59 eV
- Kohn-Sham gap: 9.1426 eV
- Relative energy (zero: lowest compared OMol25 entry of this formula, charge and spin): 56.5 kcal per mole

Geometry as ORCA input:
```
! wB97M-V def2-TZVPD RIJCOSX def2/J DEFGRID3
* xyz 0 1
O -2.21439 1.81983 -2.14294
H -1.35243 1.45039 -1.95118
H -2.41489 1.51457 -3.02773
O 3.61238 4.07408 -1.47885
H 2.66897 4.11731 -1.32286
H 3.81970 4.89512 -1.92510
O -1.87062 -0.18982 3.03328
H -1.55617 0.18666 3.85524
H -2.00968 0.56499 2.46129
O 1.69393 -2.27818 -3.09507
H 1.03514 -2.24450 -3.78866
H 1.25579 -1.90617 -2.32964
O 2.27978 -0.89711 4.03276
H 1.36340 -1.09318 3.83775
H 2.58087 -1.64535 4.54823
O -2.03749 -0.47264 -3.92813
H -2.97224 -0.60873 -4.08289
H -1.61664 -1.24421 -4.30733
O -0.32818 -2.27438 4.35291
H -1.12370 -1.86658 4.01076
H -0.59220 -2.64686 5.19420
O 1.54504 -4.62440 3.08366
H 1.02662 -4.89312 3.84213
H 0.93853 -4.68303 2.34547
O -0.19657 -3.34070 -0.99741
H 0.04381 -4.25666 -0.85782
H -0.75252 -3.35455 -1.77648
O -4.19823 2.32524 -0.58908
H -3.73184 2.41786 0.24167
H -3.54747 1.96340 -1.19060
O 3.06691 -4.23776 -1.51667
H 2.51412 -3.76029 -2.13529
H 2.82285 -3.89008 -0.65889
O -0.02923 0.22409 0.54628
H 0.28167 0.50997 -0.31270
H 0.64356 -0.38264 0.85530
O -3.88902 -1.17244 -0.53146
H -3.61081 -0.28778 -0.76858
H -3.15894 -1.52539 -0.02290
O -2.81821 2.22280 1.79381
H -2.02690 2.53431 1.35448
H -2.80860 2.66102 2.64475
O 0.61135 4.53384 -1.46188
H 0.01160 3.81156 -1.64860
H 0.24028 5.28124 -1.93083
O 4.32293 -0.23739 2.08312
H 4.32466 -0.95082 1.44497
H 3.61743 -0.46034 2.69041
O -0.54307 4.31524 1.98180
H 0.40080 4.16392 2.03135
H -0.81122 4.45796 2.88952
O -2.05414 -2.62460 1.14081
H -1.39062 -2.96663 0.54164
H -1.60515 -1.93262 1.62639
O 0.47420 0.71167 -2.27085
H 1.25231 1.16778 -2.59138
H 0.21148 0.14598 -2.99693
O 2.48514 2.22073 -3.64775
H 3.19924 1.91768 -4.20850
H 2.91668 2.73970 -2.96900
*
```